Entry 1:
A gas-phase ion, C7H12N3O (charge +1) in a non-equilibrium geometry, computed with ωB97M-V with the def2-TZVPD basis set.

```
! RIJCOSX wB97M-V def2-TZVPD def2/J DEFGRID3
* xyz 1 1
C 1.4113 0.4444 -0.0266
H -3.5386 -2.6829 -0.0705
C -2.5424 -2.5268 -0.0785
H -2.0894 -2.8527 -0.9644
H 3.5782 -1.0663 -1.4161
H -1.7758 3.0091 0.4521
H 1.6580 2.0225 1.1149
H -2.5424 2.5139 -1.0297
H -1.9139 -3.0180 0.6567
C -2.2963 -1.1227 0.0871
H -0.7012 2.8922 -1.0009
N 1.6677 -0.5224 -0.8433
H 2.5916 -2.2830 -0.6257
H 3.3199 -0.9630 0.2782
C 2.1415 1.0525 1.1875
N 0.3703 1.3284 -0.1420
H 1.8197 0.5326 2.0705
C 2.8410 -1.2751 -0.6145
H 3.2178 1.0723 1.1031
O -3.1022 -0.0894 0.4094
C -1.5344 2.3793 -0.3960
N -0.8985 1.1122 -0.1534
C -1.6817 0.0428 0.0021
*
```

Output
Molar mass (g mol⁻¹): 154.2
Gap between HOMO and LUMO (spin up / spin down) (eV): 7.3 / 7.6
Energy (hartree): -512.90566
HOMO energy (spin up / spin down) (eV): -13.01 / -13.21
SMILES string: C/N=C(C)/N=[N+](/C)C1=C(C)O1
LUMO energy (spin up / spin down) (eV): -5.73 / -5.59

=====

Entry 2:
A molecular structure, C26H46OP2Tl in a non-equilibrium geometry, computed with ωB97M-V with the def2-TZVPD basis set.

```
! RIJCOSX wB97M-V def2-TZVPD def2/J DEFGRID3
* xyz 1 1
H 2.4811 -3.4262 0.9947
C -1.4494 -2.1691 1.4207
H 1.7776 0.6803 5.0237
H -1.7808 -0.2268 -4.4888
H -0.0530 2.6829 -3.6721
C 1.2573 -0.5290 -3.5776
C -4.7990 -0.2222 -3.8147
H -0.6137 1.3712 -4.7232
H 3.4374 4.3492 0.0654
C -1.6515 -0.1055 -2.3721
C 2.8217 1.9739 2.4522
C 0.5178 -1.4279 -4.5797
H -2.4577 1.7698 -3.1899
H 3.8406 -0.8110 2.7371
C 1.5443 -2.8995 0.7732
P 1.9125 3.0219 1.3258
H -5.0669 0.4738 -4.6210
H -0.1044 0.7939 0.5182
H 0.6884 -0.3615 5.9614
H 2.3593 -0.8796 5.6327
H 0.8035 -3.6416 0.4482
H 3.3336 4.8875 1.7687
H -2.3821 -0.3388 -1.5808
Tl 0.2540 -0.5092 -1.8017
H -0.1783 1.6043 3.0895
H 2.9832 2.4867 3.4125
H 0.2733 -0.8912 -5.5133
H -1.2838 -2.6748 -4.6947
H -1.3678 -3.1792 0.9955
C 1.5339 2.0520 -0.2165
C 3.3587 -1.7361 3.0922
H 3.6851 -1.8986 4.1282
C -0.2127 2.6923 3.2584
H -2.3640 -1.3701 4.0201
P -3.7756 -1.5342 -4.5788
H -5.7149 -0.6794 -3.4201
O -0.3994 4.2886 1.4080
C 1.4853 -0.3674 5.2083
H 1.7340 1.4568 -2.8781
H -4.2598 0.3202 -3.0280
C -0.3055 -1.1834 3.5268
H -1.5475 -1.4603 0.5794
C 1.0696 -2.1776 1.9730
H 2.3048 1.0213 2.6444
C -4.1123 -2.8323 -3.3299
H -1.2466 2.9771 3.4927
C 1.0363 -1.0436 3.9727
H -0.5555 -2.6576 -3.0776
H -1.3508 -0.6996 5.3182
C -1.7111 -0.8863 -3.6082
C 2.7546 4.5355 0.9050
H -1.3860 2.0031 -1.8006
H -1.8020 0.3081 3.9302
C -0.3227 1.6148 -3.6895
C -1.5140 -0.7104 4.2332
H 3.8053 1.7466 2.0135
C 0.2360 3.4379 2.0328
H 1.5067 -0.0136 0.5112
H 0.4363 2.9343 4.1151
C -1.5295 1.4093 -2.7175
H 1.1803 -2.2666 -4.8423
C 0.9134 0.8271 -3.2472
H -3.4183 -2.7623 -2.4820
H 0.9078 2.7127 -0.8435
C -0.7963 -2.0197 -3.9524
C 0.8646 0.7199 0.0031
H 2.3139 -0.8021 -3.4303
C -0.2842 -1.8652 2.2785
H 3.7326 -2.5631 2.4780
H -3.9728 -3.7988 -3.8344
H 2.5116 1.9183 -0.7102
H -5.1543 -2.7471 -2.9959
C 1.8861 -1.6596 3.0169
H 2.0165 5.2971 0.6224
H -2.3754 -2.1187 2.0060
H 1.7407 -2.2214 -0.0750
*
```

Output
Molar mass (g mol⁻¹): 641.0
Gap between HOMO and LUMO (spin up / spin down) (eV): 6.1 / 5.3
Energy (hartree): -1948.16923
HOMO energy (spin up / spin down) (eV): -9.45 / -9.08
LUMO energy (spin up / spin down) (eV): -3.32 / -3.73

=====

Entry 3:
10 unconnected molecules or ions with the total composition C20H61NO10 in a non-equilibrium geometry, computed with ωB97M-V with the def2-TZVPD basis set.

```
! RIJCOSX wB97M-V def2-TZVPD def2/J DEFGRID3
* xyz 0 1
H 1.2658 -1.2868 -1.6204
H 2.4681 -5.9337 -0.0692
H -2.4224 1.0141 -3.9069
O 1.8783 -1.9347 -2.0131
C 1.8729 2.6498 -1.6047
H -1.4919 3.8377 -3.8201
C 4.1143 -2.2353 -2.8290
O 1.8972 -4.6361 -1.5218
H 3.3020 -0.4004 -2.1012
C 0.5474 2.9625 2.6990
H -0.7625 -5.3405 -2.4156
C 0.9870 -4.6252 0.7448
H 1.6891 3.4742 -2.2919
H -1.3167 -4.1573 -4.5750
H 1.8820 -3.6712 -1.6512
H -1.8635 -1.6139 -1.3328
H 2.0098 -0.2705 1.8335
C -1.7389 -4.8916 -2.6411
O 0.8038 2.5583 -0.6426
H 0.2430 2.3445 1.8524
O -5.1214 1.0666 1.4659
H 1.9037 1.6981 -2.1359
C -1.5441 -3.7412 -3.5932
H 0.8965 5.6838 0.8289
H -1.9694 2.4621 -5.7311
H 2.8486 2.7512 -1.1205
O 3.2958 1.1677 1.0475
C 0.7311 5.3358 3.5336
H 1.6153 5.1842 6.0018
H 0.7782 -3.5519 0.8407
C 2.3230 5.5415 5.2414
N 1.1173 4.7479 1.1438
C 2.1786 -4.8849 -0.1724
H -3.5292 -0.4921 2.7287
H 0.0216 2.6435 3.5968
H -0.1782 2.7107 -3.5810
C 2.9599 -1.2766 -2.6643
H -3.0598 2.2985 -2.8946
C -1.5796 -1.6523 -0.2840
C 3.9939 -1.0898 1.4626
H 0.2031 -0.9032 0.7367
O 0.0616 -0.1039 -1.1401
H 3.0245 -4.2747 0.1749
H -1.1594 -2.6275 -0.0614
C -2.1383 1.8482 -3.2607
H 4.8499 -0.9276 0.8098
H 2.1077 4.6868 1.3592
C 2.8337 -0.1944 1.1153
H 4.3365 -0.8561 2.4769
H -2.3378 -5.6866 -3.1019
H 1.6165 2.7663 2.8203
H -4.6840 -3.7398 2.4929
C -4.9564 -2.9173 0.7336
H -5.9603 -2.4900 0.6650
O -2.3305 -4.4021 -1.4317
H -3.9533 0.7178 3.9467
H 2.2930 6.6366 5.2131
H -1.6257 1.3689 -2.4263
H 3.7088 -2.1415 1.4513
C 0.3507 4.4193 2.3806
H -2.4783 -3.1806 -3.6941
H -5.2002 1.3122 0.5410
H 4.7839 -1.8980 -3.6345
H 2.5609 1.6926 0.7118
H -0.9900 0.3351 0.5773
H -2.3493 -5.1094 -0.7813
H 1.1912 -4.9765 1.7603
H 2.4106 -0.4739 0.1417
H -2.3261 0.6921 3.2779
H -0.6924 4.6556 2.1390
H 4.7562 -2.2679 -1.9470
C -1.1838 2.7972 -3.9836
H -0.7805 -3.0545 -3.2352
H 3.8386 -3.2417 -3.1413
H -4.6693 -3.2953 -0.2448
H 0.0646 0.8604 -1.1636
H 0.0145 5.2501 4.3626
C -3.8568 1.5004 1.9543
H -3.1125 1.5722 1.1563
C -0.5990 -0.5578 0.0799
C -3.3787 0.5428 3.0362
H -3.9741 2.4790 2.4347
H 0.7450 6.3846 3.2055
O -1.0777 2.5251 -5.3761
H -4.2615 -2.1666 1.0951
H -2.5258 -1.5516 0.2464
O -4.9960 -4.0349 1.6351
H 3.3144 5.1950 5.5244
H 0.0782 -5.0967 0.3690
O 2.0250 4.9924 3.9860
H 2.6075 -0.9148 -3.6380
H 0.7743 3.4077 -0.1571
*
```

Output
Molar mass (g mol⁻¹): 475.7
Gap between HOMO and LUMO (eV): 9.8
Energy (hartree): -1605.64096
HOMO energy (eV): -9.46
SMILES string: COC[C@H](C)N.CCO.CCO.CCO.CCO.CCO.CCO.CCO.CO.CO
LUMO energy (eV): 0.36

=====

Entry 4:
3 unconnected molecules or ions with the total composition C18H47N6O7P3 in a non-equilibrium geometry, computed with ωB97M-V with the def2-TZVPD basis set.

```
! RIJCOSX wB97M-V def2-TZVPD def2/J DEFGRID3
* xyz 0 1
C -3.7204 -6.3602 1.3103
C 2.4550 2.8578 0.7669
H 2.8064 8.3876 -5.0545
P -1.4949 7.8081 -3.2196
H 1.3309 -5.5524 1.9186
H 2.6967 1.3577 2.8534
H -4.3863 -5.7703 1.9373
N -2.5325 -4.1969 3.0462
C 1.8367 1.0846 2.2330
N -0.3303 -5.9727 3.1464
H 1.3202 4.7756 -4.3149
H -4.2118 -7.3181 1.1489
H 2.4105 -2.7268 -0.8027
H -2.5642 7.9669 -5.4047
H 4.0644 0.1830 0.2231
H -0.4500 6.2708 -1.5894
H 2.4329 3.8975 -3.2242
C 3.6462 -0.5964 -0.4064
H 1.6037 3.5269 0.9458
H 3.2258 3.0755 1.5110
P 1.3087 0.7429 -0.5144
H 0.7486 -2.2167 -0.6657
O 0.0020 8.6094 -3.5131
H 1.8444 5.5091 -2.7555
H -0.4412 -5.5869 5.2264
H -4.2260 -3.6577 1.8708
H -0.8368 5.4290 -3.1306
H 1.3529 -4.7071 3.4710
H 1.7054 0.0108 2.3494
H 4.1269 -1.5339 -0.1270
H -3.4451 -5.4049 4.5565
C -3.3003 -3.2258 2.2788
H -2.1993 -4.2763 5.1284
H -3.7695 -3.6843 4.6500
H -3.6152 -5.8627 0.3423
H -0.9540 7.2153 -5.4907
H -2.3110 6.2651 -4.8868
H -0.0009 -1.2332 1.4768
H -2.1102 5.8929 -2.0206
O 2.2036 8.5123 -3.0931
C -1.1434 6.2012 -2.4225
N 2.0852 1.4520 0.8549
C 0.9550 8.5040 -2.5792
C -1.8876 7.2677 -4.9251
H 1.5705 7.2096 -4.5928
H -1.0528 0.6967 -1.9737
N 2.1828 -0.7181 -0.1912
P -1.4559 -5.1631 2.1488
H -2.1952 -0.0460 -0.8714
H 1.6902 -6.4486 3.3835
C 1.0776 -5.6434 2.9705
H 2.8732 3.0952 -0.2065
C -0.6432 -0.4023 1.1649
C 2.4534 7.7467 -4.2480
H -1.4997 -7.4167 0.2359
C -0.5946 -6.3994 4.5054
C 3.2679 5.5532 -4.3127
C -1.1603 -0.0789 -1.2132
H -2.7477 -2.7969 1.4433
O 3.5108 6.8586 -3.9482
C -1.7419 -7.6829 1.2691
O -0.5725 -4.1073 1.5611
H 0.0819 -7.2146 4.7791
H -3.6009 -2.3815 2.9014
H -0.6615 0.3497 1.9550
H -0.8246 -7.9647 1.7771
C 1.7379 -1.8905 -0.9840
H -0.9969 -1.0505 -1.7025
H -1.6535 -0.8040 1.1076
C 2.1287 4.8727 -3.5910
C -3.0006 -4.4138 4.3999
O 3.9245 5.0287 -5.1656
N -2.4236 -6.5796 1.9893
H 0.9583 1.6007 2.6419
H -2.3909 -8.5583 1.2599
H 3.8954 -0.3740 -1.4481
H -1.6047 -6.7900 4.6178
O 0.7683 8.4784 -1.3950
H 1.7193 -1.6923 -2.0593
O 0.9943 2.0435 -1.2049
N -0.2453 0.1633 -0.1091
*
```

Output
Molar mass (g mol⁻¹): 552.5
Gap between HOMO and LUMO (eV): 8.6
Energy (hartree): -2593.29828
HOMO energy (eV): -8.15
SMILES string: CN(C)P(=O)(N(C)C)N(C)C.CN(C)P(=O)(N(C)C)N(C)C.CC(=O)OCOC(=O)OP(C)C
LUMO energy (eV): 0.45

=====

Entry 5:
C5H6OS in the gas phase in a non-equilibrium geometry, computed with ωB97M-V with the def2-TZVPD basis set.

```
! RIJCOSX wB97M-V def2-TZVPD def2/J DEFGRID3
* xyz 0 1
H -2.6878 -1.0975 1.4150
S -3.8567 0.3977 -0.2882
C 2.0248 -0.5997 -0.6205
C -1.0451 -0.2742 0.0553
H -0.3389 -0.9995 0.3048
O 0.8826 1.3825 0.0582
H 2.8007 -1.4521 -0.2341
H -0.9020 1.9031 -0.6179
C -0.3682 0.9703 -0.1631
H 2.5420 0.4821 1.2278
C 2.0267 0.4014 0.1551
C -2.5268 -0.4084 0.3258
H 1.4488 -0.7057 -1.6183
*
```

Output
Molar mass (g mol⁻¹): 114.2
Gap between HOMO and LUMO (eV): 8.1
Energy (hartree): -667.37066
HOMO energy (eV): -8.45
SMILES string: C=CO/C=C/C=S
LUMO energy (eV): -0.35